Formula: C26H31N3O4
Source: the OMol25 dataset
Level of theory: the ωB97M-V functional and the def2-TZVPD basis

Each line ends with the natural charge from an NBO analysis.
Geometry (Å):
C -2.229250 0.139304 0.171700  -0.2933
N -2.788242 -0.122022 -0.776541  -0.6851
C 8.262638 2.703248 1.520024  -0.2510
O 7.735953 3.818682 0.835265  -0.4866
C 6.335339 3.886101 0.797560  0.2888
C 5.492673 2.925983 1.345107  -0.2851
C 4.118114 3.071567 1.322788  -0.0080
C 3.252995 2.066063 2.015026  -0.4156
C 2.967181 2.420835 3.474826  -0.1273
C 4.232025 2.464496 4.321094  0.6866
O 5.164461 3.229709 4.199824  -0.5791
N 4.115588 1.460323 5.256785  -0.4588
C 5.168676 1.173936 6.213164  -0.4159
C 2.799867 0.762286 5.251812  0.3332
C 3.030700 -0.720248 4.974900  -0.6403
C 2.096342 1.063965 6.572660  -0.6410
N 2.065543 1.413747 4.108488  -0.3373
C 0.791742 1.140649 3.700165  0.2380
C 0.021331 0.171504 4.305082  -0.3844
C -1.261187 -0.206226 3.960786  0.0568
C -1.994305 -1.220860 4.643414  -0.0717
C -3.297823 -1.546460 4.220893  -0.1304
C -4.033063 -2.512278 4.865279  -0.2160
C -3.499463 -3.187602 5.948489  -0.1434
C -2.218671 -2.892638 6.384115  -0.2121
C -1.471955 -1.928178 5.747908  -0.1693
C 3.560667 4.181140 0.713611  -0.3311
C 4.355746 5.164267 0.132912  0.3528
O 3.859113 6.323248 -0.483622  -0.5003
C 2.452828 6.422141 -0.540919  -0.2521
C 5.757893 5.010861 0.172460  0.1835
O 6.588484 5.982391 -0.432965  -0.5078
C 6.943538 7.007112 0.456280  -0.2396
H 9.352234 2.759480 1.486724  0.2012
H 7.935331 2.717244 2.561464  0.1782
H 7.942864 1.781022 1.032496  0.1728
H 5.906018 2.067037 1.839054  0.2138
H 2.308233 1.955217 1.471726  0.2349
H 3.733029 1.082768 1.989037  0.2194
H 2.478790 3.400876 3.528291  0.2383
H 6.031193 1.802586 6.005754  0.2559
H 4.817133 1.368278 7.224084  0.2010
H 5.463000 0.128508 6.140212  0.2026
H 3.618614 -0.825074 4.065393  0.2329
H 3.586017 -1.188269 5.784673  0.2287
H 2.107552 -1.275586 4.830434  0.2280
H 2.062751 2.143025 6.711258  0.2311
H 1.072225 0.700871 6.603004  0.2254
H 2.637856 0.637347 7.414487  0.2296
H 0.388735 1.702761 2.876989  0.2509
H 0.469252 -0.346211 5.127591  0.1997
H -1.745118 0.284521 3.134265  0.2686
H -3.713669 -1.022180 3.378392  0.2502
H -5.030076 -2.744802 4.528221  0.2315
H -4.080700 -3.941729 6.453547  0.2229
H -1.809952 -3.424350 7.228039  0.2200
H -0.478506 -1.712530 6.100779  0.1991
H 2.491819 4.282247 0.709089  0.2172
H 2.192704 7.336757 -1.077198  0.2041
H 2.036728 5.568139 -1.077673  0.1820
H 2.042231 6.473547 0.468548  0.1689
H 7.585443 7.714789 -0.070083  0.1917
H 6.041890 7.515403 0.801688  0.1710
H 7.483136 6.580148 1.303248  0.1713

Cartesian forces (eV/Å) of the 3 atoms listed first:
C 2.286 1.048 4.154
N -2.109 -0.993 -3.577
C 0.021 -0.087 0.067

Values from the calculation:
E_tot (a.u.): -1474.40000
Frontier orbital gap (eV): 4.58
F_max (Eh/bohr): 0.0944
Net charge: 0
Energy above the lowest of the compared OMol25 structures with the same formula, charge and spin (kcal per mole): 176.5
Lowest unoccupied orbital energy (eV): -2.49
HOMO (eV): -7.070